No. 1
102
Properties=species:S:1:pos:R:3:forces:R:3 method="wB97M-V/def2-TZVPD" mol_weight_g_mol=597.8 largest_force_ev_per_a=0.47 spin_multiplicity=1 de_lowest_ev=1.7306 lumo_ha=-0.0825 charge=+1
O 6.911343 4.280176 -0.214475 0.012 0.053 -0.035
O -4.358629 1.107111 3.842276 0.048 -0.275 0.378
O 6.153594 -2.200309 -5.847913 -0.032 0.046 0.037
O -5.764325 2.863714 -0.925601 0.132 -0.145 0.030
O 4.092013 -6.009337 -2.133811 0.003 -0.023 0.005
O 0.231171 0.374977 4.311002 0.050 -0.106 -0.110
O 1.731224 -1.558156 0.597100 0.136 -0.262 -0.061
N -0.490042 1.534688 6.107864 -0.121 0.106 -0.008
N -3.358682 -2.411639 0.292068 0.225 0.276 0.111
N -7.521615 4.147648 -1.579800 0.045 -0.043 -0.165
N 6.297271 2.320939 0.734543 -0.089 -0.133 0.004
N -2.781900 0.247872 0.176794 0.124 0.023 0.054
N 7.673425 -3.006027 -7.317778 0.054 -0.113 -0.116
N -6.368843 2.079334 3.722057 -0.078 -0.018 -0.083
N 3.583220 -3.898827 -2.789230 -0.035 0.152 -0.126
C 7.227763 -2.116608 -6.416419 -0.048 0.041 0.078
C 5.546910 1.941757 -0.449249 0.031 0.010 0.044
C 0.633351 -1.315186 1.443725 -0.304 0.046 -0.277
C -2.028231 -0.634929 -0.783314 0.153 -0.047 -0.193
C 8.959407 -2.867472 -7.969848 -0.050 -0.015 0.022
C 0.383001 0.752240 5.463907 0.096 -0.058 -0.048
C -6.670205 3.646257 -0.679534 -0.057 0.061 0.142
C -0.288144 1.976777 7.471933 -0.024 -0.002 -0.033
C 6.828779 -4.144853 -7.639575 0.026 0.030 0.006
C -5.335523 1.582965 4.408987 0.078 0.231 -0.225
C 3.004633 -2.619400 -2.450820 0.060 -0.073 -0.032
C -2.148269 -2.142594 -0.491988 -0.105 0.107 0.006
C 4.149923 -4.094312 -4.116058 -0.046 -0.080 0.076
C -0.848807 -2.816761 -0.032401 0.089 0.032 -0.196
C 3.621639 -4.913605 -1.905984 -0.008 -0.093 0.074
C 6.938075 3.508604 0.720584 0.033 0.061 0.031
C 2.573966 -0.445218 0.426502 -0.054 0.103 0.163
C -7.360265 3.766485 -2.976129 -0.019 -0.006 0.018
C 6.339943 1.429791 1.872338 0.009 0.014 -0.057
C -8.587779 5.059468 -1.212704 0.028 0.011 -0.003
C -0.277082 -2.531029 1.348301 0.169 -0.037 0.349
C -3.627919 -1.653562 1.523851 0.065 -0.147 -0.065
C -2.959487 -0.289829 1.562944 -0.249 0.002 0.228
C -7.492840 2.755961 4.339694 -0.013 -0.120 -0.036
C -6.318002 1.879914 2.282134 -0.115 0.006 0.064
C -1.678305 1.934667 5.372110 0.015 0.009 0.072
H 1.261366 0.477014 6.067421 0.014 -0.017 -0.011
H -7.457692 2.687809 -3.094211 -0.015 -0.008 0.009
H 5.338858 1.252876 2.273695 -0.003 0.010 0.006
H -8.126297 4.263272 -3.564706 -0.007 0.003 -0.018
H -8.425171 2.228137 4.136074 -0.013 0.000 0.004
H -2.422895 -0.404680 -1.773089 0.001 0.014 0.099
H 4.775448 2.680387 -0.670026 -0.007 0.001 -0.002
H 3.643390 -4.914531 -4.626506 0.003 0.004 -0.005
H -0.985392 -0.319430 -0.759227 -0.091 -0.035 0.043
H 5.871530 -3.813593 -8.041995 -0.005 0.009 -0.006
H 9.602238 -3.721874 -7.751684 0.007 -0.004 0.009
H -7.186617 2.331552 1.814849 -0.073 0.012 0.060
H 2.640980 -2.650511 -1.425074 -0.015 0.032 0.023
H 3.518669 -0.810636 0.033383 0.032 0.036 -0.073
H 2.133264 0.272291 -0.276971 0.056 0.053 0.002
H 2.752723 0.061837 1.379866 0.057 0.020 0.000
H -6.317287 0.809026 2.070063 -0.019 0.012 -0.113
H -5.412866 2.311649 1.855939 -0.044 0.079 -0.011
H 5.208084 -4.339399 -4.048328 0.027 0.007 -0.005
H 2.164933 -2.383287 -3.110532 -0.006 0.017 -0.013
H -7.342478 2.790765 5.416415 0.002 0.002 0.021
H -1.094877 1.627713 8.118241 -0.004 -0.010 0.005
H -2.297364 2.573438 5.997393 0.031 0.011 0.059
H 5.085516 0.972557 -0.275192 -0.005 -0.018 -0.001
H -6.866079 4.010753 0.342766 0.015 0.029 -0.019
H -1.045088 -2.476079 2.122655 -0.073 0.027 -0.018
H 0.939923 -1.153106 2.476162 0.122 0.059 0.112
H 7.934669 -1.291654 -6.231341 -0.005 0.013 -0.001
H 3.172858 -4.650727 -0.930543 0.003 0.000 0.004
H 7.493477 3.713369 1.651352 0.000 0.007 0.002
H -5.427626 1.648275 5.502388 0.046 0.042 -0.008
H 3.746514 -1.822086 -2.544726 -0.022 0.019 0.009
H 6.201796 1.875595 -1.317932 0.002 0.000 -0.017
H 6.780180 0.467007 1.604509 0.010 -0.005 0.001
H 6.630519 -4.742830 -6.750046 0.008 -0.003 0.012
H -8.556864 5.237007 -0.139577 -0.009 0.009 0.014
H -1.993040 -0.275956 2.063517 0.110 -0.113 -0.184
H -9.562005 4.641027 -1.468350 0.003 -0.017 0.002
H -3.362630 -3.394823 0.512521 -0.239 -0.196 -0.105
H 8.842439 -2.787811 -9.051928 -0.003 0.009 -0.008
H 4.045558 -3.178970 -4.689011 0.033 0.030 -0.030
H -0.066597 -2.578751 -0.763599 -0.092 -0.083 -0.045
H -2.253606 1.063388 5.069270 -0.051 0.006 -0.009
H -7.579262 3.778155 3.969378 0.019 0.009 0.004
H 6.948182 1.878479 2.655190 0.008 -0.005 0.022
H -4.709632 -1.506576 1.598797 0.042 -0.050 -0.038
H -2.351386 -2.581813 -1.473727 0.029 -0.018 0.073
H -1.398197 2.479100 4.469547 -0.021 0.023 0.001
H -2.281553 1.129747 0.247144 -0.049 0.170 -0.003
H 0.353284 -3.383405 1.622227 -0.080 0.053 0.033
H 0.650981 1.573468 7.844728 0.014 -0.002 0.013
H -8.474490 6.015957 -1.724122 0.012 0.004 -0.004
H -3.326660 -2.191265 2.428215 0.021 0.064 -0.022
H -3.619599 0.397649 2.095101 0.267 0.045 0.003
H 9.449304 -1.965764 -7.608483 0.019 0.014 -0.002
H -1.020006 -3.893467 -0.132970 -0.013 0.052 0.042
H 7.336633 -4.759009 -8.378511 0.001 -0.017 -0.013
H 0.140708 -0.383510 1.116073 -0.101 -0.013 0.085
H -0.243538 3.065450 7.526756 0.008 0.008 -0.005
H -6.377029 4.058838 -3.342739 0.008 0.018 0.005
H -3.695958 0.480266 -0.204570 -0.202 -0.047 -0.107


No. 2
58
Properties=species:S:1:pos:R:3:forces:R:3 method="wB97M-V/def2-TZVPD" mol_weight_g_mol=576.3 largest_force_ev_per_a=6.98 spin_multiplicity=6 lumo_ha="0.0981 / 0.0981" s_squared=8.785 charge=-1
Sm -0.511895 0.605030 -0.040492 -6.579 -2.297 0.440
Cl 0.569063 -1.725109 -0.168803 0.605 -1.343 -0.177
O -4.696543 0.567136 0.917979 0.529 -0.399 -1.001
O 0.163263 0.992704 4.386016 -0.087 -0.310 0.982
O -2.858375 -0.156883 -0.046169 0.173 -1.456 -1.004
O -2.815180 1.708546 1.046452 -1.568 -3.060 0.597
O 0.138165 0.498442 -4.550556 -0.466 -0.228 -1.287
N -3.490094 0.657946 0.616719 -0.138 3.652 3.639
N -0.828244 0.207305 -2.536918 1.995 1.657 -1.878
N -0.406654 -0.006784 2.449687 1.404 2.173 1.478
C 1.644380 1.426520 -1.390821 2.378 -0.541 -1.299
C 0.980695 1.885593 -2.735389 1.737 -0.293 0.436
C 2.829044 0.799448 1.139006 -2.604 2.166 -0.690
C -2.219986 -1.476619 3.282387 -0.184 -0.081 0.143
C 0.067251 0.851491 -3.282548 -2.608 -1.895 2.881
C 1.122661 1.846467 -0.209783 1.485 4.342 -0.322
C -0.796107 -0.987596 3.482896 -0.261 0.287 -0.330
C -0.949788 -0.474126 -4.779369 0.691 0.470 -0.496
C 3.415540 0.488489 2.466362 0.712 -0.139 -0.941
C 3.490635 0.212664 -2.628073 0.646 -0.331 0.745
C -0.646885 -0.185985 4.769876 0.084 0.935 0.373
C 0.181786 1.006927 3.066093 -1.825 -2.483 -2.174
C 0.842691 2.108520 2.304449 1.774 -0.802 -0.656
C -3.078418 -0.262347 -3.426255 -0.035 0.107 -0.107
C 2.876115 0.661532 -1.357648 -2.902 2.330 -0.508
C 1.605365 1.549722 1.043424 2.209 -0.512 1.222
C 3.360620 0.473441 -0.102297 2.072 -1.734 1.109
C -1.617021 -0.682967 -3.426756 0.280 0.611 0.664
C -1.479515 -2.105996 -2.960137 0.076 -0.556 0.122
C 0.171237 -2.146339 3.443324 0.456 -0.271 0.018
H -1.943861 -2.236906 -1.977924 0.071 -0.006 -0.156
H -0.152061 -2.919319 4.152803 0.102 0.043 -0.149
H 2.848877 -0.529148 -3.054613 -0.418 -0.495 -0.586
H -2.328936 -1.990034 2.320953 0.029 0.186 0.122
H -2.052779 2.025393 -0.400722 1.354 0.871 -2.064
H -2.934918 -0.651888 3.346462 0.060 -0.046 -0.208
H 0.442532 2.805034 -2.465258 -0.062 -0.249 -0.409
H 2.901927 -0.359313 2.854548 -0.519 -0.696 0.658
H -0.422048 -2.371317 -2.867453 -0.156 -0.062 0.011
H -3.502292 -0.337380 -2.423843 0.098 0.119 -0.056
H -0.102500 -0.685460 5.574608 -0.071 -0.025 -0.156
H 1.175886 -1.806213 3.732503 -0.143 -0.118 -0.091
H 0.138458 2.825045 1.892294 -0.229 0.278 0.392
H -0.476005 -1.373971 -5.173276 -0.038 0.016 -0.004
H 3.653074 1.015261 -3.330862 -0.083 0.302 -0.235
H 0.224872 -2.545769 2.427607 0.004 -0.041 0.133
H -1.609374 0.190144 5.152423 0.327 -0.031 -0.159
H -2.456885 -2.188198 4.082968 -0.048 0.015 -0.110
H 1.801751 2.063631 -3.485276 -0.957 0.121 0.605
H 4.255820 -0.125196 -0.043843 0.554 -0.186 -0.022
H -1.967206 -2.764027 -3.690602 0.041 -0.052 0.159
H -3.631408 -0.924871 -4.091751 -0.129 -0.114 -0.100
H 4.444659 -0.250862 -2.427963 0.418 -0.244 -0.031
H 3.363064 1.315188 3.151622 -0.160 0.346 0.341
H -3.188452 0.758165 -3.799493 -0.002 0.020 0.164
H 1.621166 2.563006 2.947004 -0.727 0.198 -0.161
H 4.450364 0.206978 2.357147 0.513 -0.133 0.041
H -1.617529 -0.045144 -5.532722 0.123 -0.018 0.094


No. 3
20
Properties=species:S:1:pos:R:3:forces:R:3 method="wB97M-V/def2-TZVPD" mol_weight_g_mol=120.2 largest_force_ev_per_a=2.29 spin_multiplicity=1 de_lowest_ev=1.6860 smiles="CCNC(=O)CN.O" lumo_ha=0.0175
O 0.907369 2.732468 -0.198574 -0.606 1.336 -0.340
O -0.175514 -2.331580 -0.673042 0.079 0.467 -0.117
N 0.076912 -1.064169 1.138457 -0.108 1.580 0.364
N -0.028824 -0.501721 -2.512399 0.265 1.768 -0.229
C 0.043656 -1.213294 -0.226246 -0.529 -1.708 1.437
C -1.278439 0.927004 1.961077 0.811 -1.231 0.265
C 0.333277 -0.053548 -1.159558 0.043 -0.795 -1.843
C 0.099422 0.248164 1.771611 0.670 0.146 -0.034
H 0.838474 0.823781 1.212810 -0.617 0.497 -0.283
H 1.431499 0.103292 -1.190115 -0.581 0.206 0.361
H -0.344397 -1.750765 1.738831 0.018 -0.704 -0.580
H 0.405232 2.897065 -1.010859 0.259 -0.643 -0.230
H 0.640348 0.195400 2.726375 -0.503 -0.436 0.124
H 0.769948 3.618630 0.173557 0.457 -0.308 0.559
H 0.497603 -1.300233 -2.804902 -0.360 -0.421 -0.017
H -1.748084 1.143910 1.002740 0.199 0.785 0.104
H -1.119567 1.704900 2.705889 -0.412 0.650 -0.587
H -0.167929 0.901915 -0.976046 0.142 -0.561 0.463
H -1.984888 0.236095 2.428892 0.202 -0.242 0.134
H -1.015378 -0.508358 -2.762243 0.571 -0.387 0.449


No. 4
12
Properties=species:S:1:pos:R:3:forces:R:3 method="wB97M-V/def2-TZVPD" mol_weight_g_mol=132.5 largest_force_ev_per_a=5.73 spin_multiplicity=1 smiles=F[n+]1cccc(Cl)c1 lumo_ha=-0.2140 charge=+1
Cl 3.143978 0.110837 0.032093 -1.100 -0.087 -0.005
F -1.593592 2.205834 0.091888 0.357 -0.583 -0.183
N -0.879428 1.068490 0.049880 5.126 -0.876 -0.549
C 0.745971 -1.188562 -0.079399 -2.004 -0.410 1.206
C -0.652505 -1.265504 0.066644 -0.180 -1.731 -1.058
C 1.391532 0.021751 0.031612 1.213 2.493 -0.897
C 0.706682 1.191314 -0.055015 -5.537 1.289 0.731
C -1.468845 -0.107463 0.057003 3.101 0.373 0.376
H -1.230623 -2.271458 0.046766 1.342 1.885 0.049
H 0.846668 2.276949 -0.158387 0.902 -0.812 0.227
H 1.476734 -1.963464 -0.150069 -0.438 -1.254 -0.057
H -2.486574 -0.078720 0.066986 -2.784 -0.286 0.159


No. 5
17
Properties=species:S:1:pos:R:3:forces:R:3 method="wB97M-V/def2-TZVPD" mol_weight_g_mol=103.1 largest_force_ev_per_a=2.99 spin_multiplicity=2 de_lowest_ev=2.2027 lumo_ha="0.0021 / -0.1870" s_squared=0.762
O 1.791857 -3.317033 0.247715 0.300 2.049 -1.373
O 0.324689 -0.849238 -0.216966 0.093 1.198 -1.296
O -1.347907 1.875231 1.383341 0.458 -0.180 -0.067
O -0.623283 1.962016 -2.297388 0.603 -0.238 0.739
O 0.693161 1.589661 -0.237276 1.461 -1.947 1.740
C -0.859420 -1.108978 0.492095 1.515 -1.248 1.845
H 1.358946 -2.444520 0.094069 -0.802 -0.660 1.065
H -1.625834 1.087644 1.857042 0.007 0.055 0.113
H -1.150855 -2.181845 0.439861 0.513 0.359 -0.664
H -0.489296 1.656991 0.946910 -1.114 0.427 0.495
H -1.740286 -0.549653 0.200232 0.143 0.541 0.113
H 2.433735 -3.033531 -0.434793 0.586 -1.431 0.302
H 1.564801 1.461929 0.180404 0.319 0.831 -0.208
H -0.566623 2.868256 -2.614175 0.067 -0.080 0.169
H -0.392278 -1.073926 1.504659 -1.947 0.465 0.268
H -0.014062 1.853968 -1.491336 -1.379 0.657 -2.362
H 0.642654 0.203032 -0.054387 -0.824 -0.798 -0.878


No. 6
11
Properties=species:S:1:pos:R:3:forces:R:3 method="wB97M-V/def2-TZVPD" mol_weight_g_mol=163.3 largest_force_ev_per_a=2.58 spin_multiplicity=1 de_lowest_ev=1.7572 smiles="CN(N=C=S)C(=S)[S-]" lumo_ha=0.1094 charge=-1
S -1.273519 -2.634643 -0.547985 -0.784 0.031 -0.176
S -2.624272 2.600667 0.088536 -0.917 2.057 0.245
S 1.611961 -2.305414 -0.088085 1.054 -0.699 -0.050
N -0.090907 -0.352385 0.095452 2.335 0.133 -0.488
N -1.197851 0.308076 -0.160190 -1.165 0.723 0.111
C -1.646481 1.399810 0.029657 0.140 -2.486 -0.678
C 1.079979 0.531546 0.180796 1.217 -1.728 -0.510
C 0.061657 -1.709973 -0.202309 -0.463 -0.040 0.089
H 1.448209 1.004220 -0.765629 -0.613 -0.719 0.266
H 1.897283 -0.145623 0.578062 -0.859 1.328 -0.209
H 0.733941 1.303720 0.791695 0.056 1.400 1.400